Density functional theory data (ωB97M-V/def2-TZVPD) for C22H15Br2FN3OV as an isolated structure at a distorted geometry.

E_LUMO (alpha / beta)   -4.801 / -4.946 eV
Molar mass   567.13 g mol⁻¹
ΔE to the lowest compared entry with this formula, charge and spin   36.7 kcal per mole
Expectation value of S²   0.760
E_HOMO (alpha / beta)   -11.512 / -11.508 eV
Net charge   +1
Frontier orbital gap (alpha / beta)   6.7 / 6.6 eV
Spin multiplicity   2

Positions of all 45 atoms, in Å:
1 Br 4.59 -0.46 4.21
2 Br 4.66 -0.76 -1.50
3 V 0.70 -0.51 -2.19
4 F 0.21 -0.53 -3.73
5 O 1.71 -0.56 -1.01
6 N 0.27 -0.51 1.14
7 N -0.72 0.69 -1.61
8 N -1.86 0.15 -1.65
9 C -1.66 4.23 -1.26
10 C 0.64 2.66 -1.41
11 C -1.78 2.86 -1.36
12 C 1.60 -0.54 1.29
13 C 4.41 -0.66 1.40
14 C -1.87 -3.94 -1.33
15 C -3.09 -3.27 -1.45
16 C 2.37 -0.59 0.10
17 C -3.11 -1.90 -1.62
18 C -0.49 -0.47 2.21
19 C 2.25 -0.53 2.55
20 C -0.63 2.06 -1.46
21 C 3.67 -0.57 2.56
22 C 1.41 -0.49 3.69
23 C 0.74 4.03 -1.29
24 C 3.75 -0.67 0.17
25 C -0.66 -3.25 -1.43
26 C -0.65 -1.89 -1.62
27 C -1.89 -1.20 -1.66
28 C -1.96 -0.44 1.99
29 C -0.40 4.82 -1.24
30 C 0.06 -0.46 3.51
31 H 1.84 -0.49 4.68
32 H -0.61 -0.44 4.36
33 H 1.72 4.50 -1.25
34 H 1.53 2.03 -1.48
35 H -0.31 5.89 -1.19
36 H -2.50 -0.39 2.93
37 H -2.54 4.84 -1.20
38 H -1.86 -5.01 -1.19
39 H 0.27 -3.81 -1.35
40 H -4.01 -3.82 -1.42
41 H -2.22 0.42 1.37
42 H 5.49 -0.72 1.44
43 H -2.27 -1.33 1.44
44 H -4.03 -1.35 -1.73
45 H -2.75 2.38 -1.39